The following is a DFT calculation (the ωB97M-V functional and the def2-TZVPD basis) of one molecule with the formula C4H8N2O2 at a distorted geometry.

```
! wB97M-V def2-TZVPD RIJCOSX def2/J DEFGRID3
* xyz 0 1
C -2.347 0.898 0.735
N -0.974 0.729 0.296
C -0.427 -0.435 0.540
O -0.812 -1.592 0.656
H -2.999 0.129 0.303
H -2.692 1.890 0.438
H -2.437 0.820 1.825
N 1.769 -1.369 -0.389
C 0.903 0.814 -0.829
C 1.181 -0.177 0.212
O 1.097 0.446 -2.078
H 1.425 -0.505 -1.975
H 2.690 -1.577 -0.020
H 1.154 -2.162 -0.192
H 0.840 1.880 -0.647
H 1.629 0.211 1.124
*
```

Results
ΔE to the lowest compared entry with this formula, charge and spin = 3.2727 eV
Largest force on an atom = 2.144 eV Å⁻¹
HOMO energy = -8.60 eV
Total energy = -11350.84003 eV
Lowest unoccupied orbital energy = 0.2 eV

The following is a DFT calculation (the ωB97M-V functional and the def2-TZVPD basis) of a 4-piece molecular cluster, C4H8N2O2 overall at a distorted geometry.

```
! wB97M-V def2-TZVPD RIJCOSX def2/J DEFGRID3
* xyz 0 1
C 1.709 1.000 -1.781
C 0.570 -1.316 -1.355
C 0.284 0.077 1.410
C -1.168 0.115 1.204
H 2.103 2.084 -1.268
H 2.707 0.168 -2.062
H 1.211 1.456 -2.739
H 1.872 -1.417 -2.233
H -0.573 -1.858 -2.055
H 0.882 -1.833 0.105
H 0.669 -0.410 2.510
H -2.358 -1.371 -0.031
N 0.617 0.270 -0.906
N 1.094 0.456 0.424
O -1.331 -1.101 0.455
O -2.027 0.956 1.330
*
```

Results
ΔE to the lowest compared entry with this formula, charge and spin = 12.2271 eV
Largest force on an atom = 5.271 eV Å⁻¹
HOMO energy = -8.75 eV
Total energy = -11341.88567 eV
Lowest unoccupied orbital energy = 0.0 eV

The following is a DFT calculation (the ωB97M-V functional and the def2-TZVPD basis) of one molecule with the formula C4H8N2O2S at a distorted geometry.

```
! wB97M-V def2-TZVPD RIJCOSX def2/J DEFGRID3
* xyz 0 1
N -0.466 2.273 -0.184
N 0.076 1.003 -0.333
S 1.879 0.892 0.460
C 2.162 -0.716 -0.117
C 1.224 -1.642 -0.342
C -0.264 -1.337 -0.264
C -0.704 0.009 0.233
O -0.703 0.341 1.671
O -2.078 0.126 -0.058
H -0.719 2.408 0.768
H -0.132 3.089 -0.705
H 3.233 -0.841 -0.384
H 1.490 -2.561 -0.834
H -0.692 -1.266 -1.237
H -0.568 -2.094 0.352
H -1.588 0.109 1.933
H -2.148 0.206 -0.960
*
```

Results
ΔE to the lowest compared entry with this formula, charge and spin = 3.3198 eV
Largest force on an atom = 4.649 eV Å⁻¹
HOMO energy = -8.06 eV
Total energy = -22185.03526 eV
Lowest unoccupied orbital energy = 0.5 eV
SMILES = NN1SC=CCC1(O)O

The following is a DFT calculation (the ωB97M-V functional and the def2-TZVPD basis) of one molecule with the formula C4H8N2O2S at a distorted geometry.

```
! wB97M-V def2-TZVPD RIJCOSX def2/J DEFGRID3
* xyz 0 1
C -1.202 -1.220 0.789
C -0.921 0.066 0.351
C -1.680 0.682 -0.720
C 0.131 0.814 1.200
N 1.385 0.684 1.005
S 2.002 0.114 -0.332
N 0.984 0.623 -1.334
O 3.387 0.596 -0.224
O 1.943 -1.509 -0.086
H -1.063 -1.543 1.843
H -1.787 -1.905 0.175
H -2.317 -0.059 -1.206
H -1.026 1.213 -1.403
H -2.364 1.409 -0.267
H -0.013 1.444 2.039
H 1.379 0.478 -2.191
H 1.163 -1.887 0.359
*
```

Results
ΔE to the lowest compared entry with this formula, charge and spin = 4.4767 eV
Largest force on an atom = 4.015 eV Å⁻¹
HOMO energy = -9.81 eV
Total energy = -22183.87843 eV
Lowest unoccupied orbital energy = 0.1 eV
SMILES = C=C(C)/C=N\[S@@](=N)(=O)O

The following is a DFT calculation (the ωB97M-V functional and the def2-TZVPD basis) of one molecule with the formula C4H8N2O2S at a distorted geometry.

```
! wB97M-V def2-TZVPD RIJCOSX def2/J DEFGRID3
* xyz 0 3
C 0.664 -1.769 -0.373
C -0.671 -1.228 -0.916
C 0.472 0.160 0.550
C -1.797 0.737 -0.206
N 1.265 -0.924 0.305
N -0.564 0.135 -0.577
O 0.849 2.743 0.956
O 2.817 1.059 0.988
S 1.450 1.661 0.175
H 0.992 -2.715 -0.682
H -0.604 -1.358 -2.029
H -1.506 -1.716 -0.318
H -0.048 0.255 1.480
H -2.170 0.965 -1.134
H -2.421 0.111 0.518
H -1.598 1.725 0.405
H 2.870 0.159 0.856
*
```

Results
ΔE to the lowest compared entry with this formula, charge and spin = 1.6113 eV
Largest force on an atom = 9.867 eV Å⁻¹
HOMO energy (spin up / spin down) = -5.47 / -9.58 eV
Total energy = -22180.76309 eV
Lowest unoccupied orbital energy (spin up / spin down) = 0.8 / -3.7 eV
⟨S²⟩ = 2.009

The following is a DFT calculation (the ωB97M-V functional and the def2-TZVPD basis) of a 2-piece molecular cluster, C4H8N2O3 overall at a distorted geometry.

```
! wB97M-V def2-TZVPD RIJCOSX def2/J DEFGRID3
* xyz 0 1
C -0.664 0.541 -1.893
C -0.963 0.635 -0.417
C -0.866 -1.128 0.774
O -1.815 1.348 0.048
O -0.405 -2.106 0.233
H -1.930 -0.993 0.998
H -0.472 -0.490 -2.191
H 0.223 1.147 -2.098
H -1.494 0.955 -2.467
C 0.896 0.553 0.680
N 0.187 -0.362 1.746
N 1.847 -0.237 0.023
O 1.059 1.730 0.946
H 1.533 -1.132 -0.328
H -0.295 0.263 2.389
H 0.804 -1.019 2.227
H 2.355 0.295 -0.669
*
```

Results
ΔE to the lowest compared entry with this formula, charge and spin = 4.1038 eV
Largest force on an atom = 1.788 eV Å⁻¹
HOMO energy = -7.52 eV
Total energy = -13397.58439 eV
Lowest unoccupied orbital energy = -0.1 eV

The following is a DFT calculation (the ωB97M-V functional and the def2-TZVPD basis) of a 2-piece molecular cluster, C4H8N2O3 overall at a distorted geometry.

```
! wB97M-V def2-TZVPD RIJCOSX def2/J DEFGRID3
* xyz 0 1
C 0.965 1.189 0.906
C 1.388 -0.440 -0.933
C -1.088 -0.764 1.156
C 0.445 0.434 -0.152
N 1.322 1.756 1.846
N -2.209 -0.012 0.947
O 2.128 0.326 -1.876
O -1.028 -2.003 0.641
O -0.553 1.063 -0.931
H 2.058 -0.982 -0.253
H 0.831 -1.167 -1.531
H -0.594 -0.683 2.112
H -2.166 0.896 1.390
H -2.483 0.071 -0.027
H 2.672 0.962 -1.397
H -1.558 -2.055 -0.168
H -0.131 1.411 -1.730
*
```

Results
ΔE to the lowest compared entry with this formula, charge and spin = 3.8856 eV
Largest force on an atom = 2.602 eV Å⁻¹
HOMO energy = -7.80 eV
Total energy = -13397.80256 eV
Lowest unoccupied orbital energy = 0.4 eV

The following is a DFT calculation (the ωB97M-V functional and the def2-TZVPD basis) of a 2-piece molecular cluster, C4H8N2O3 overall at a distorted geometry.

```
! wB97M-V def2-TZVPD RIJCOSX def2/J DEFGRID3
* xyz 0 1
O 2.559 -1.318 -0.282
O 2.630 -0.369 0.685
C 2.071 0.873 0.134
N 0.644 0.531 -0.235
C -0.326 0.321 0.829
C -1.570 -0.027 -0.058
N -1.167 0.028 -1.456
C 0.223 0.391 -1.593
H 1.923 -2.029 -0.034
H 2.078 1.690 0.946
H 2.638 1.222 -0.797
H -0.230 0.386 1.958
H -2.624 -0.259 0.318
H -1.710 -0.143 -2.310
H 0.886 0.534 -2.506
O -3.672 -0.921 1.867
H -4.353 -0.909 2.533
*
```

Results
ΔE to the lowest compared entry with this formula, charge and spin = 9.9747 eV
Largest force on an atom = 7.628 eV Å⁻¹
HOMO energy = -5.82 eV
Total energy = -13391.71349 eV
Lowest unoccupied orbital energy = -0.7 eV

The following is a DFT calculation (the ωB97M-V functional and the def2-TZVPD basis) of one molecule with the formula C4H8N2O3 at a distorted geometry.

```
! wB97M-V def2-TZVPD RIJCOSX def2/J DEFGRID3
* xyz 0 1
C -3.600 -0.245 1.110
N -3.020 0.031 -0.013
O -3.377 0.436 -1.087
O -1.496 -0.375 -0.107
C -0.694 0.709 -0.168
O -1.066 1.873 -0.265
N 0.594 0.237 -0.287
C 1.708 1.164 -0.427
C 0.871 -1.198 -0.314
H -3.000 -0.699 1.913
H -4.607 0.047 1.173
H 1.301 2.131 -0.183
H 2.520 0.819 0.390
H 2.207 1.221 -1.400
H 1.943 -1.329 -0.026
H 0.322 -1.881 0.482
H 0.607 -1.619 -1.314
*
```

Results
ΔE to the lowest compared entry with this formula, charge and spin = 5.3858 eV
Largest force on an atom = 2.813 eV Å⁻¹
HOMO energy = -9.35 eV
Total energy = -13396.30239 eV
Lowest unoccupied orbital energy = 0.7 eV
SMILES = C=[N+]([O-])OC(=O)N(C)C

The following is a DFT calculation (the ωB97M-V functional and the def2-TZVPD basis) of a 2-piece molecular cluster, C4H8N2OS overall at a distorted geometry.

```
! wB97M-V def2-TZVPD RIJCOSX def2/J DEFGRID3
* xyz 0 1
C -3.185 -0.384 -0.212
C 0.339 -0.946 0.491
C 0.081 1.398 0.641
C 1.900 0.494 -0.733
N -2.342 -1.164 0.091
N 0.785 0.233 0.157
O -4.106 0.253 -0.522
S 1.203 -2.303 -0.144
H -0.661 1.095 1.377
H 0.783 2.092 1.106
H -0.424 1.908 -0.183
H 1.622 0.239 -1.759
H 2.187 1.541 -0.689
H 2.752 -0.127 -0.449
H 0.412 -3.204 0.441
H -1.345 -1.125 0.389
*
```

Results
ΔE to the lowest compared entry with this formula, charge and spin = 1.7628 eV
Largest force on an atom = 1.317 eV Å⁻¹
HOMO energy = -8.96 eV
Total energy = -20139.07153 eV
Lowest unoccupied orbital energy = 0.6 eV

The following is a DFT calculation (the ωB97M-V functional and the def2-TZVPD basis) of a 2-piece molecular cluster, C4H8N2S overall at a distorted geometry.

```
! wB97M-V def2-TZVPD RIJCOSX def2/J DEFGRID3
* xyz 0 1
C 0.238 0.720 2.179
C 0.450 1.490 0.700
C -0.692 1.964 -0.241
C -0.082 -0.547 -0.756
H -0.932 0.529 2.469
H 0.941 1.414 2.956
H 0.824 -0.297 2.076
H 1.261 2.084 0.404
H -1.580 1.509 0.508
H -0.580 2.781 -0.903
H -1.757 -1.440 -1.777
H -2.217 0.257 -1.264
N 0.154 0.824 -0.449
N -1.215 -0.690 -1.455
S 0.749 -1.846 -0.152
*
```

Results
ΔE to the lowest compared entry with this formula, charge and spin = 5.8920 eV
Largest force on an atom = 7.249 eV Å⁻¹
HOMO energy = -8.27 eV
Total energy = -18087.85041 eV
Lowest unoccupied orbital energy = 0.2 eV

The following is a DFT calculation (the ωB97M-V functional and the def2-TZVPD basis) of one molecule with the formula C4H8N2S at a distorted geometry.

```
! wB97M-V def2-TZVPD RIJCOSX def2/J DEFGRID3
* xyz 0 1
C 2.117 -0.671 -0.547
N 1.646 -0.739 0.699
N 0.576 0.087 0.930
C -0.105 0.750 -0.087
C -1.552 1.164 0.284
C -1.283 -0.061 -0.473
S -1.447 -1.720 0.123
H 2.012 0.338 -1.286
H 3.084 -1.168 -0.645
H 0.138 -0.117 1.876
H 0.553 1.382 -0.823
H -1.716 0.905 1.394
H -2.025 2.025 -0.099
H -1.715 0.204 -1.405
H -0.283 -2.378 0.058
*
```

Results
ΔE to the lowest compared entry with this formula, charge and spin = 4.8784 eV
Largest force on an atom = 5.483 eV Å⁻¹
HOMO energy = -8.36 eV
Total energy = -18088.86395 eV
Lowest unoccupied orbital energy = 0.9 eV
SMILES = C=NN[C@@H]1C[C@@H]1S